Here is a molecular structure, C52H59BN7OP2SSbTe2Ti from the Open Molecules 2025 dataset. Energies are from ωB97M-V/def2-TZVPD.

Structure (XYZ):
```
127
Properties=species:S:1:pos:R:3
Ti -0.07 -0.71 -0.48
C -0.17 2.53 -3.58
C 0.25 1.92 -2.39
N -0.12 0.65 -2.35
N -0.79 0.41 -3.50
C -0.83 1.52 -4.25
B -1.01 -1.00 -4.09
N -1.59 -2.01 -3.07
C -2.45 -2.98 -3.42
C -2.69 -3.78 -2.32
C -1.92 -3.21 -1.31
N -1.25 -2.15 -1.77
N 0.33 -1.48 -4.70
C 0.47 -2.43 -5.64
C 1.82 -2.56 -5.92
C 2.42 -1.61 -5.08
N 1.52 -0.96 -4.35
H -0.02 3.55 -3.90
H 0.80 2.34 -1.56
H -1.31 1.49 -5.22
H -1.84 -0.93 -4.96
H -2.83 -3.02 -4.42
H -3.32 -4.66 -2.26
H -1.79 -3.51 -0.28
H -0.39 -2.95 -6.04
H 2.29 -3.24 -6.61
H 3.47 -1.38 -4.96
Te -3.60 3.38 0.96
C -3.83 3.43 3.09
C -4.84 2.74 3.75
C -4.95 2.83 5.13
N -4.13 3.56 5.89
C -3.15 4.21 5.25
C -2.97 4.19 3.88
C -2.19 1.91 0.57
P -2.55 0.32 -0.06
C -3.71 0.47 -1.45
C -3.69 1.61 -2.25
C -4.48 1.69 -3.39
C -5.27 0.62 -3.76
C -5.28 -0.54 -2.99
C -4.51 -0.61 -1.84
C -3.56 -0.59 1.18
C -2.90 -1.51 1.98
C -3.56 -2.14 3.03
C -4.89 -1.86 3.28
C -5.57 -0.95 2.47
C -4.90 -0.32 1.43
P -0.51 1.85 1.09
C 0.05 3.61 1.05
C 0.82 4.24 2.03
C 1.23 5.56 1.88
C 0.88 6.28 0.75
C 0.10 5.67 -0.22
C -0.31 4.36 -0.07
C -0.41 1.44 2.87
C 0.84 1.22 3.47
C 0.94 0.80 4.79
C -0.21 0.55 5.53
C -1.45 0.69 4.92
C -1.54 1.12 3.61
H -5.53 2.11 3.20
H -5.73 2.29 5.65
H -2.48 4.79 5.88
H -2.14 4.73 3.43
H -3.03 2.43 -1.98
H -4.44 2.58 -4.00
H -5.88 0.67 -4.66
H -5.88 -1.39 -3.29
H -4.50 -1.52 -1.26
H -1.85 -1.72 1.81
H -3.02 -2.85 3.65
H -5.41 -2.35 4.10
H -6.61 -0.72 2.67
H -5.43 0.40 0.81
H 1.09 3.71 2.93
H 1.82 6.02 2.66
H 1.20 7.31 0.64
H -0.21 6.23 -1.10
H -0.95 3.90 -0.82
H 1.74 1.34 2.88
H 1.91 0.64 5.23
H -0.14 0.22 6.55
H -2.36 0.47 5.47
H -2.51 1.19 3.13
C 3.71 1.77 -3.48
C 4.44 0.66 -2.74
Sb 3.14 -0.30 -1.28
C 4.59 -1.69 -0.48
C 6.06 -1.45 -0.78
C 3.35 1.27 0.22
C 4.74 1.56 0.78
H 4.33 2.23 -4.26
H 3.40 2.57 -2.80
H 2.80 1.38 -3.96
H 5.34 1.04 -2.23
H 4.77 -0.11 -3.44
H 4.28 -2.66 -0.86
H 4.40 -1.73 0.60
H 6.25 -1.44 -1.86
H 6.69 -2.24 -0.35
H 6.42 -0.49 -0.38
H 2.67 0.96 1.01
H 2.91 2.17 -0.22
H 5.15 0.68 1.28
H 4.71 2.37 1.52
H 5.44 1.86 0.00
Te 1.54 -4.13 -1.63
C 3.26 -5.25 -1.11
C 3.94 -5.32 0.08
C 5.08 -6.17 0.05
C 5.28 -6.75 -1.16
S 4.06 -6.24 -2.27
H 3.62 -4.77 0.96
H 5.73 -6.34 0.91
H 6.07 -7.42 -1.45
C 0.65 -3.27 2.40
C 1.61 -2.24 1.79
C 2.50 -1.63 2.87
O 0.89 -1.25 1.13
H 1.19 -4.05 2.94
H 0.08 -3.74 1.60
H -0.03 -2.76 3.09
H 2.24 -2.78 1.07
H 1.89 -1.22 3.68
H 3.10 -0.82 2.45
H 3.17 -2.38 3.29
```

- Multiplicity: 3
- Lowest unoccupied orbital energy (spin up / spin down): 3.55 / 3.55 eV
- Largest force on an atom: 0.008 Eh/bohr
- Electronic energy: -5207.07793 Ha
- Total charge: -2
- Gap between HOMO and LUMO (spin up / spin down): 0.164 / 0.173 hartree

Here are the Löwdin charges for atoms 1 to 99, given in e: number 1, Ti, carries 0.49; number 2, C, carries -0.06; number 3, C, carries -0.19; number 4, N, carries -0.02; number 5, N, carries -0.02; number 6, C, carries -0.10; number 7, B, carries -0.56; number 8, N, carries -0.01; number 9, C, carries -0.10; number 10, C, carries -0.07; number 11, C, carries -0.21; number 12, N, carries -0.06; number 13, N, carries -0.04; number 14, C, carries -0.11; number 15, C, carries -0.09; number 16, C, carries -0.19; number 17, N, carries 0.07; number 18, H, carries 0.09; number 19, H, carries 0.08; number 20, H, carries 0.12; number 21, H, carries 0.11; number 22, H, carries 0.11; number 23, H, carries 0.09; number 24, H, carries 0.10; number 25, H, carries 0.11; number 26, H, carries 0.08; number 27, H, carries 0.08; number 28, Te, carries 1.22; number 29, C, carries -0.55; number 30, C, carries -0.14; number 31, C, carries -0.17; number 32, N, carries 0.04; number 33, C, carries -0.17; number 34, C, carries -0.13; number 35, C, carries -1.04; number 36, P, carries 0.84; number 37, C, carries -0.35; number 38, C, carries -0.12; number 39, C, carries -0.09; number 40, C, carries -0.11; number 41, C, carries -0.09; number 42, C, carries -0.10; number 43, C, carries -0.35; number 44, C, carries -0.10; number 45, C, carries -0.08; number 46, C, carries -0.11; number 47, C, carries -0.11; number 48, C, carries -0.11; number 49, P, carries 0.90; number 50, C, carries -0.36; number 51, C, carries -0.09; number 52, C, carries -0.11; number 53, C, carries -0.12; number 54, C, carries -0.09; number 55, C, carries -0.16; number 56, C, carries -0.33; number 57, C, carries -0.13; number 58, C, carries -0.11; number 59, C, carries -0.10; number 60, C, carries -0.08; number 61, C, carries -0.10; number 62, H, carries 0.08; number 63, H, carries 0.09; number 64, H, carries 0.10; number 65, H, carries 0.09; number 66, H, carries 0.08; number 67, H, carries 0.10; number 68, H, carries 0.09; number 69, H, carries 0.10; number 70, H, carries 0.10; number 71, H, carries 0.08; number 72, H, carries 0.10; number 73, H, carries 0.09; number 74, H, carries 0.09; number 75, H, carries 0.09; number 76, H, carries 0.09; number 77, H, carries 0.09; number 78, H, carries 0.09; number 79, H, carries 0.10; number 80, H, carries 0.07; number 81, H, carries 0.09; number 82, H, carries 0.10; number 83, H, carries 0.09; number 84, H, carries 0.10; number 85, H, carries 0.07; number 86, C, carries -0.22; number 87, C, carries -0.45; number 88, Sb, carries 1.42; number 89, C, carries -0.43; number 90, C, carries -0.20; number 91, C, carries -0.44; number 92, C, carries -0.20; number 93, H, carries 0.06; number 94, H, carries 0.05; number 95, H, carries 0.04; number 96, H, carries 0.03; number 97, H, carries 0.03; number 98, H, carries 0.00; number 99, H, carries 0.04